{
  "formula": "C2H8NO2P",
  "method": "ωB97M-V/def2-TZVPD",
  "elements": ["C", "C", "N", "O", "O", "P", "H", "H", "H", "H", "H", "H", "H", "H"],
  "xyz": [[0.89362, 1.01657, -1.03541], [-0.95904, -1.24872, -0.42223], [0.85786, 0.00425, 1.56921], [1.90274, -1.34317, -0.46519], [-0.40108, 0.40145, 2.14694], [0.75757, -0.50977, -0.04191], [1.03731, 1.67805, -0.16467], [2.01329, 0.77602, -1.39488], [0.13976, 1.43261, -1.70919], [-0.77139, -2.35476, -0.32496], [-1.76872, -1.02275, 0.22263], [-1.13323, -1.13132, -1.49435], [1.37156, -0.81714, 2.24867], [-0.28615, 1.31283, 2.28183]],
  "atomic_forces_ev_per_a": [[2.63, -0.34, 1.48], [2.71, -1.75, -0.07], [1.49, -2.77, 2.89], [-0.05, -0.60, 0.85], [0.39, -2.32, -0.78], [-2.00, -0.27, -2.34], [-0.01, 0.64, -0.69], [-2.70, 1.03, 0.03], [0.37, -0.56, -0.01], [-0.16, 0.87, 0.09], [-0.69, 0.69, 0.42], [-0.20, 0.45, 0.24], [-2.08, 2.95, -2.50], [0.30, 2.00, 0.40]],
  "nbo_charge": [-1.05, -0.99, -0.70, -1.09, -0.57, 2.03, 0.23, 0.28, 0.25, 0.25, 0.25, 0.24, 0.40, 0.47],
  "e_tot_ha": -627.53583,
  "smiles": "CP(C)(=O)NO",
  "homo_energy_ev": -9.966,
  "orbital_gap_ev": 10.6
}



{
  "formula": "C2H8NO2P",
  "method": "ωB97M-V/def2-TZVPD",
  "elements": ["C", "C", "N", "O", "O", "P", "H", "H", "H", "H", "H", "H", "H", "H"],
  "xyz": [[0.02927, -1.79432, 1.64102], [0.48842, 2.43121, -0.34376], [0.20752, -0.45627, 1.06754], [-0.06822, -0.33736, -2.80863], [-0.48462, 2.01005, 0.48579], [-1.10416, 0.75260, 1.20433], [1.01898, -2.25568, 1.84227], [-0.60942, -1.95246, 2.54446], [-0.36922, -2.44994, 0.88036], [1.43313, 1.98496, -0.57223], [0.33419, 3.48932, -0.60567], [-0.65507, 0.02118, -2.16252], [0.54446, -0.55430, 0.13967], [-0.76525, -0.88900, -3.31265]],
  "atomic_forces_ev_per_a": [[0.50, -0.97, 0.01], [-1.04, 1.76, 0.04], [-1.67, 1.31, 1.38], [-1.60, -1.92, -1.83], [1.22, 0.82, -1.13], [0.73, -2.44, 0.73], [-0.40, 0.53, 0.27], [0.51, 0.92, -0.66], [-0.50, -0.34, -0.24], [0.06, -0.92, 0.42], [0.16, -0.71, 0.08], [-0.41, 0.86, 1.09], [0.47, 0.01, -0.98], [1.99, 1.09, 0.81]],
  "nbo_charge": [-0.43, -0.10, -0.94, -0.93, -0.75, 0.92, 0.20, 0.21, 0.18, 0.17, 0.16, 0.46, 0.38, 0.47],
  "e_tot_ha": -627.47696,
  "homo_energy_ev": [-7.783, -6.970],
  "orbital_gap_ev": [7.8, 7.3]
}



{
  "formula": "C2H8NO2PS",
  "method": "ωB97M-V/def2-TZVPD",
  "elements": ["C", "C", "N", "O", "O", "P", "S", "H", "H", "H", "H", "H", "H", "H", "H"],
  "xyz": [[0.52181, -0.79516, 2.58620], [-1.36857, 1.14161, -1.55165], [-0.21684, -0.73913, 0.01702], [-2.46392, 0.27527, 0.60950], [-0.44273, 1.57949, 0.95916], [-1.11793, -2.05271, -0.29463], [-1.11524, 0.57363, 0.19874], [0.27852, 0.24258, 2.42109], [-0.31391, -1.36958, 2.77460], [1.55013, -1.11840, 2.44229], [-0.57309, 1.81213, -1.83916], [-1.66236, 0.21506, -2.06524], [-2.32360, 1.49837, -1.37557], [-0.69503, -2.33598, -1.73085], [-2.38150, -1.56000, -0.56163]],
  "atomic_forces_ev_per_a": [[1.06, 1.71, -1.62], [0.82, -2.18, 1.83], [1.08, 0.47, 0.81], [-0.29, -0.33, 0.51], [0.62, 0.29, -0.04], [0.51, -2.60, -2.02], [-1.01, 2.05, -1.05], [0.42, 0.20, 0.40], [-1.16, -1.67, 0.59], [-0.48, -0.24, 0.19], [-0.10, -0.16, -0.54], [1.15, 0.31, -0.55], [-1.68, 1.98, 0.06], [-0.41, 0.18, 1.63], [-0.54, 0.01, -0.20]],
  "nbo_charge": [-0.35, -0.84, -1.05, -0.99, -0.95, 0.64, 2.27, 0.20, 0.17, 0.19, 0.25, 0.23, 0.25, -0.02, -0.02],
  "e_tot_ha": -1025.58037,
  "homo_energy_ev": [-8.588, -9.401],
  "orbital_gap_ev": [6.0, 9.1]
}



{
  "formula": "C2H8NO2PS",
  "method": "ωB97M-V/def2-TZVPD",
  "elements": ["C", "C", "N", "O", "O", "P", "S", "H", "H", "H", "H", "H", "H", "H", "H"],
  "xyz": [[-1.17367, 2.25755, -0.51587], [0.00712, -2.30714, -1.16446], [-0.56078, 1.03952, -0.13977], [1.27547, -1.23394, 1.45635], [-0.97283, -1.68333, -0.79255], [-1.40789, -0.33695, 0.42430], [-3.36159, -0.04186, 0.17316], [-0.58618, 3.15353, -0.24344], [-1.43835, 2.21149, -1.55288], [-2.15566, 2.40479, -0.00701], [0.33201, -3.34938, -0.83482], [2.36878, -1.58731, 1.57262], [0.77243, -1.68254, -1.75116], [0.34988, 0.76646, -0.57117], [1.38219, -0.74398, 2.35517]],
  "atomic_forces_ev_per_a": [[-1.16, 1.39, 0.16], [2.47, 0.84, -0.55], [0.95, -2.31, 0.49], [6.09, -0.43, 3.18], [-0.22, -2.18, -0.97], [-1.58, 2.09, 1.38], [1.20, -0.06, 0.19], [0.06, -0.51, -0.40], [0.01, 0.59, -0.87], [0.79, -0.47, -0.12], [-1.02, 1.11, -0.42], [-4.69, 1.13, -1.16], [-0.67, -1.20, 0.54], [-1.00, 0.81, 0.73], [-1.23, -0.81, -2.17]],
  "nbo_charge": [-0.43, 0.27, -0.97, -0.94, -0.59, 1.06, -0.64, 0.19, 0.19, 0.23, 0.16, 0.46, 0.12, 0.39, 0.48],
  "e_tot_ha": -1025.67160,
  "homo_energy_ev": [-7.407, -7.405],
  "orbital_gap_ev": [6.5, 6.5]
}



{
  "formula": "C2H8NO4",
  "method": "ωB97M-V/def2-TZVPD",
  "elements": ["C", "C", "N", "O", "O", "O", "O", "H", "H", "H", "H", "H", "H", "H", "H"],
  "xyz": [[0.80135, -0.27033, -0.40365], [-0.84810, -0.59780, 0.05306], [1.17113, 1.13462, -0.17614], [-1.10473, -1.55519, -0.87544], [-0.95502, -0.98787, 1.29905], [-2.54670, 0.92718, 0.48222], [-1.30474, 0.70198, -0.23163], [1.45817, -0.90925, 0.15507], [0.85441, -0.55465, -1.44302], [2.09034, 1.48613, -0.31549], [0.97568, 1.52871, 0.74938], [0.53145, 1.79780, -0.70273], [-2.08795, -1.63822, -1.08664], [-1.79146, -1.41452, 1.58947], [-2.92873, 1.74402, 0.06865]],
  "atomic_forces_ev_per_a": [[-1.93, -1.28, 1.16], [3.71, 1.05, -2.29], [-2.34, 2.80, 0.05], [-2.81, -0.42, -0.99], [-0.23, -0.20, 2.28], [-0.41, 0.34, -0.22], [-1.32, 0.53, 0.19], [0.22, -0.23, 0.43], [0.07, 0.45, -0.28], [1.55, -0.48, -0.82], [-0.25, -1.00, 0.60], [0.74, -1.19, 0.05], [1.70, 0.14, 0.47], [0.57, 0.42, -0.69], [0.72, -0.94, 0.08]],
  "nbo_charge": [-0.28, 0.79, -0.68, -0.71, -0.70, -0.44, -0.34, 0.24, 0.25, 0.44, 0.45, 0.46, 0.51, 0.53, 0.49],
  "e_tot_ha": -436.34019,
  "smiles": "[NH3+]CC(O)(O)OO",
  "homo_energy_ev": -14.488,
  "charge": 1,
  "orbital_gap_ev": 10.9
}



{
  "formula": "C2H8NO4",
  "method": "ωB97M-V/def2-TZVPD",
  "elements": ["C", "C", "N", "O", "O", "O", "O", "H", "H", "H", "H", "H", "H", "H", "H"],
  "xyz": [[-0.25078, 0.63498, 1.20241], [1.79002, 0.00708, -0.80252], [-1.59288, 0.75220, 0.58103], [1.44061, -0.24899, -1.86644], [2.95005, 0.26066, -0.26472], [-1.19821, -1.48816, -1.08992], [0.68396, -0.13001, 0.31199], [-0.38025, -0.22538, 1.95747], [0.22718, 1.63012, 1.51150], [-2.29899, 0.87752, 1.34545], [-1.72390, -0.08981, -0.01062], [-1.50879, 1.55267, -0.04853], [-0.24300, -1.48988, -0.98974], [3.62497, 0.28641, -0.94135], [-1.51999, -2.32942, -0.89601]],
  "atomic_forces_ev_per_a": [[3.47, -2.64, 0.21], [-1.53, 0.99, 3.82], [0.63, 1.15, 0.13], [-0.45, -0.56, -2.45], [-0.97, 0.17, 1.04], [0.05, 2.49, -0.24], [0.34, 0.89, -0.27], [0.33, 2.15, -0.37], [-1.16, -1.54, -0.18], [0.46, -0.02, -1.14], [-0.16, -0.69, -0.23], [-0.90, 0.10, -0.02], [0.12, -0.10, -0.02], [0.53, -0.06, -0.63], [-0.76, -2.34, 0.36]],
  "nbo_charge": [0.08, 1.04, -0.73, -0.51, -0.63, -0.96, -0.69, 0.24, 0.24, 0.46, 0.49, 0.44, 0.51, 0.53, 0.49],
  "e_tot_ha": -436.42691,
  "homo_energy_ev": -15.187,
  "charge": 1,
  "orbital_gap_ev": 11.6
}



Computed energy relative to the best compared isomer or geometry (same formula, charge and spin), in the same sequence as the records: 75.40, 112.34, 193.83, 136.58, 100.28, 45.86 kcal/mol.